No. 1
ORCA calculation (ωB97M-V with the def2-TZVPD basis set) on C2H4N2S2 in the gas phase at a distorted geometry.

Positions of all 10 atoms, in Å:
C (0.441, -0.020, -0.068)
C (-0.956, -0.175, 0.462)
H (1.932, -1.067, -0.933)
H (0.515, -2.035, -0.512)
H (0.673, 1.681, 0.641)
H (-1.225, 2.015, -0.430)
N (0.895, -1.113, -0.751)
N (1.198, 1.017, 0.068)
S (-2.014, 1.223, 0.298)
S (-1.459, -1.525, 1.226)

Properties
E_tot = -984.47800 Eh
SMILES = [H]/N=C(/N)C(=S)S
orbital gap = 8.3 eV
net charge = 0
highest occupied orbital energy = -9.31 eV


No. 2
ORCA calculation (ωB97M-V with the def2-TZVPD basis set) on 2 unconnected molecules or ions with the total composition C2H4N2S2 at a distorted geometry.

Positions of all 10 atoms, in Å:
C (1.515, -2.410, -1.728)
C (-0.705, 2.146, 1.159)
N (1.122, -1.339, -1.656)
N (0.282, 1.471, 1.503)
S (-1.290, -0.778, 0.408)
S (0.518, -0.115, 1.242)
H (1.979, -3.328, -1.828)
H (-0.873, 3.224, 1.387)
H (-1.594, 1.921, 0.550)
H (-0.953, -0.792, -1.038)

Properties
E_tot = -984.41358 Eh
SMILES = C=NSS.C#N
orbital gap = 9.4 eV
net charge = 0
highest occupied orbital energy = -8.82 eV


No. 3
ORCA calculation (ωB97M-V with the def2-TZVPD basis set) on C2H4N2S3 in the gas phase at a distorted geometry.

Positions of all 11 atoms, in Å:
C (0.357, 0.580, -0.911)
C (-1.018, -1.298, 1.813)
H (2.713, 1.871, -3.188)
H (1.129, 0.524, -0.030)
H (-2.181, 0.305, 1.585)
H (-1.886, -1.386, 2.823)
N (0.734, 1.008, -2.037)
N (-1.153, -0.118, 1.242)
S (2.669, 0.985, -2.114)
S (-1.302, 0.072, -0.537)
S (-0.062, -2.543, 1.355)

Properties
E_tot = -1382.55015 Eh
SMILES = S=CNS/C=N/S
orbital gap = 8.5 eV
net charge = 0
highest occupied orbital energy = -8.97 eV


No. 4
ORCA calculation (ωB97M-V with the def2-TZVPD basis set) on C2H4N2S3 in the gas phase.

Positions of all 11 atoms, in Å:
C (0.263, -1.002, -0.823)
C (0.825, 2.253, 1.194)
H (-1.415, -2.851, -1.314)
H (-1.106, -0.194, 0.393)
H (0.168, 2.821, 1.870)
H (1.819, 2.657, 1.014)
N (-0.933, -0.962, -0.245)
N (0.364, 1.201, 0.668)
S (-2.191, -2.113, -0.475)
S (0.841, -2.135, -1.880)
S (1.366, 0.325, -0.404)

Properties
E_tot = -1382.63486 Eh
SMILES = C=NSC(=S)NS
orbital gap = 9.0 eV
net charge = 0
highest occupied orbital energy = -8.65 eV


No. 5
ORCA calculation (ωB97M-V with the def2-TZVPD basis set) on a molecular structure, C2H4N2S3 at a distorted geometry.

Positions of all 11 atoms, in Å:
C (-0.633, -1.056, -0.363)
C (1.576, 1.521, 0.205)
H (-2.789, 0.460, 1.947)
H (-0.854, -2.113, -0.470)
H (1.127, -1.685, -1.302)
H (1.552, 0.787, 0.995)
N (-1.324, -0.115, 0.092)
N (0.662, -0.908, -0.899)
S (-2.715, -0.662, 0.847)
S (1.245, 0.731, -1.320)
S (2.153, 3.041, 0.269)

Properties
E_tot = -1382.59168 Eh
orbital gap = 8.2 eV
net charge = 0
highest occupied orbital energy = -8.58 eV


No. 6
ORCA calculation (ωB97M-V with the def2-TZVPD basis set) on a molecular structure, C2H4N2Se at a distorted geometry.

Positions of all 9 atoms, in Å:
C (0.878, -1.479, 0.006)
C (-0.575, 1.387, 0.166)
N (1.138, -0.231, -0.039)
N (0.443, 0.707, -0.389)
Se (-1.917, -0.247, -0.245)
H (-0.139, -1.869, -0.297)
H (1.757, -2.147, 0.111)
H (-0.654, 1.574, 1.171)
H (-0.932, 2.305, -0.483)

Properties
E_tot = -2589.38346 Eh
orbital gap = 7.0 eV
net charge = 0
highest occupied orbital energy = -8.32 eV


No. 7
ORCA calculation (ωB97M-V with the def2-TZVPD basis set) on a gas-phase ion, C2H4N3 (charge +1) at a distorted geometry.

Positions of all 9 atoms, in Å:
C (-1.218, 0.818, -0.072)
C (0.403, -0.903, -0.028)
N (-3.258, -0.472, 0.008)
N (-2.289, 0.070, 0.019)
N (0.014, 0.310, 0.024)
H (-1.260, 1.800, 0.163)
H (-0.278, -1.827, 0.100)
H (1.407, -1.205, -0.049)
H (0.588, 1.139, 0.086)

Properties
E_tot = -242.49907 Eh
orbital gap = 8.6 eV
net charge = +1
highest occupied orbital energy = -14.22 eV


No. 8
ORCA calculation (ωB97M-V with the def2-TZVPD basis set) on 2 unconnected molecules or ions with the total composition C2H4N3 at a distorted geometry.

Positions of all 9 atoms, in Å:
C (-1.118, -0.485, -1.850)
C (1.151, -0.004, 1.782)
N (-0.956, -0.437, -0.657)
N (0.772, 0.746, 0.866)
N (0.455, 1.424, 0.014)
H (-1.493, -1.375, -2.232)
H (-0.601, 0.261, -2.505)
H (1.944, -0.844, 1.549)
H (0.685, 0.048, 2.854)

Properties
E_tot = -242.39870 Eh
orbital gap (spin up / spin down) = 6.2 / 10.6 eV
net charge = +1
highest occupied orbital energy (spin up / spin down) = -14.35 / -16.14 eV


No. 9
ORCA calculation (ωB97M-V with the def2-TZVPD basis set) on 2 unconnected molecules or ions with the total composition C2H4N3O at a distorted geometry.

Positions of all 10 atoms, in Å:
C (-0.552, 0.236, -1.071)
C (1.041, -0.200, 2.033)
N (1.185, -0.094, 0.845)
N (-0.459, 1.411, -1.105)
N (-1.137, -0.827, -0.871)
O (0.669, -0.332, 3.107)
H (1.954, 0.302, 0.252)
H (-0.180, 2.248, -1.505)
H (-1.058, -1.405, -0.020)
H (-1.463, -1.339, -1.666)

Properties
E_tot = -317.61282 Eh
orbital gap (spin up / spin down) = 7.6 / 5.4 eV
multiplicity = 3
expectation value of S² = 2.02
net charge = +1
highest occupied orbital energy (spin up / spin down) = -11.88 / -15.14 eV


No. 10
ORCA calculation (ωB97M-V with the def2-TZVPD basis set) on 2 unconnected molecules or ions with the total composition C2H4N4 at a distorted geometry.

Positions of all 10 atoms, in Å:
N (-1.609, -0.157, 0.032)
C (-0.980, 0.529, -0.875)
N (1.003, -1.956, -0.531)
C (1.811, -1.367, 0.046)
N (0.691, 1.091, 0.816)
N (0.012, 1.382, -0.159)
H (-1.353, -0.116, 1.024)
H (-2.284, -0.849, -0.259)
H (2.567, -0.826, 0.577)
H (0.141, 2.271, -0.672)

Properties
E_tot = -297.46307 Eh
orbital gap = 8.5 eV
net charge = 0
highest occupied orbital energy = -8.34 eV


No. 11
ORCA calculation (ωB97M-V with the def2-TZVPD basis set) on C2H4N4 in the gas phase.

Positions of all 10 atoms, in Å:
N (0.494, -0.297, -1.467)
C (-0.013, 0.044, -0.216)
C (-0.014, -0.828, 0.998)
N (0.090, 0.120, 1.851)
N (0.290, 1.153, 0.748)
N (-0.921, 1.120, -0.062)
H (0.551, 0.491, -2.099)
H (1.369, -0.804, -1.417)
H (-0.091, -1.897, 1.182)
H (-1.755, 0.900, 0.481)

Properties
E_tot = -297.48893 Eh
SMILES = N[C@@]12C=NN1N2
orbital gap = 10.1 eV
net charge = 0
highest occupied orbital energy = -9.41 eV


No. 12
ORCA calculation (ωB97M-V with the def2-TZVPD basis set) on C2H4N4 in the gas phase at a distorted geometry.

Positions of all 10 atoms, in Å:
N (2.016, 0.096, -0.294)
C (0.787, 0.276, 0.056)
N (0.188, -0.951, 0.196)
N (-1.180, -0.691, -0.075)
C (-1.286, 0.678, 0.040)
N (-0.155, 1.310, 0.104)
H (2.689, 0.808, -0.080)
H (1.082, -1.375, -0.309)
H (-1.873, -1.311, 0.333)
H (-2.268, 1.160, 0.029)

Properties
E_tot = -297.55249 Eh
SMILES = [H]/N=c1\nc[nH][nH]1
orbital gap = 9.4 eV
net charge = 0
highest occupied orbital energy = -8.54 eV